1.
Density functional theory data (wB97M-V/def2-TZVPD) for a molecular structure, C51H38N3O2S2TeTi at a distorted geometry.

Geometry as XYZ:
```
98
Properties=species:S:1:pos:R:3:mulliken_charge:R:1
Ti -0.1679 -0.8775 -1.1807 -1.85
C 0.0046 3.9922 3.8765 -1.90
C -0.2362 3.1342 2.6727 -0.07
C -0.8386 3.6462 1.5290 -0.47
C -1.0406 2.8534 0.4050 0.42
C -1.8520 3.3075 -0.7428 -0.05
O -2.4567 2.5114 -1.4376 -0.49
C -1.9945 4.7650 -1.0176 0.45
C -3.2035 5.1984 -1.5617 -0.42
C -3.3742 6.5173 -1.9368 -0.71
C -2.3399 7.4228 -1.7588 -0.38
C -1.1355 7.0008 -1.2185 -0.88
C -0.9576 5.6777 -0.8514 -0.17
C -0.6144 1.4914 0.4081 -0.36
O -0.6257 0.7783 -0.6582 0.27
C -0.1327 0.9286 1.6321 0.65
C 0.0911 1.7935 2.7142 -0.75
C 0.0335 -0.4927 1.7819 0.72
N -0.1960 -1.3888 0.8385 1.10
C -0.1074 -2.7733 1.2913 -0.93
C -0.8866 -3.7849 0.4774 -1.24
Te -2.8803 -3.1029 -0.0596 0.32
C -3.2701 -1.7671 1.5792 -0.07
C -3.6691 -2.2468 2.8190 -0.35
C -4.0006 -1.3616 3.8304 -0.53
C -3.9365 0.0048 3.6071 -0.77
C -3.5293 0.4833 2.3719 -0.51
C -3.2049 -0.4000 1.3565 -0.07
C 0.3810 -0.9119 3.1780 -1.33
C -0.5964 -0.8938 4.1725 0.43
C -0.2838 -1.2381 5.4757 -0.87
C 1.0173 -1.5750 5.8115 -0.75
C 2.0003 -1.5758 4.8349 -0.90
C 1.6827 -1.2598 3.5231 0.13
H -0.5988 4.8945 3.8379 0.41
H 1.0533 4.2819 3.9257 0.33
H -0.2383 3.4396 4.7815 0.40
H -1.1858 4.6687 1.5279 0.65
H -3.9945 4.4764 -1.7015 0.47
H -4.3087 6.8394 -2.3740 0.41
H -2.4671 8.4548 -2.0548 0.40
H -0.3295 7.7094 -1.0873 0.40
H -0.0015 5.3447 -0.4743 0.47
H 0.5159 1.3998 3.6244 0.64
H 0.9547 -3.0752 1.3081 0.28
H -0.4748 -2.8289 2.3256 0.60
H -0.9488 -4.7103 1.0495 0.76
H -0.4122 -3.9969 -0.4780 0.26
H -3.7242 -3.3133 2.9899 0.44
H -4.3048 -1.7404 4.7950 0.41
H -4.2045 0.6944 4.3939 0.39
H -3.4638 1.5467 2.1964 0.48
H -2.9113 -0.0286 0.3818 0.32
H -1.6061 -0.6145 3.9212 0.52
H -1.0610 -1.2341 6.2282 0.48
H 1.2605 -1.8330 6.8320 0.36
H 3.0208 -1.8206 5.0961 0.45
H 2.4494 -1.2700 2.7625 0.36
S -2.4613 -0.1704 -2.5117 -0.32
C -1.1539 -0.0295 -3.5296 0.57
N 0.1004 -0.2145 -3.1220 0.55
C 0.9784 -0.3619 -4.1662 -0.74
C 2.3334 -0.6840 -4.0832 0.09
C 3.0478 -0.9063 -5.2446 -0.97
C 2.4511 -0.7888 -6.4937 -0.55
C 1.1174 -0.4343 -6.6037 -0.50
C 0.3917 -0.2313 -5.4441 0.93
S -1.3120 0.1289 -5.2848 -0.38
H 2.8175 -0.7709 -3.1208 0.38
H 4.0903 -1.1808 -5.1763 0.42
H 3.0297 -0.9783 -7.3850 0.38
H 0.6462 -0.3356 -7.5698 0.40
C -1.0320 -4.1683 -4.0767 -0.92
C 0.2340 -4.7283 -4.1402 -0.97
C 1.2225 -4.2589 -3.2968 -0.93
C 0.9386 -3.2431 -2.3802 0.96
C -0.3463 -2.6476 -2.2918 0.80
C -1.3007 -3.1381 -3.1861 0.04
C 1.9433 -2.7248 -1.4559 0.57
C 3.0547 -3.4414 -0.9934 -1.21
C 3.9171 -2.8772 -0.0816 -1.80
C 3.7260 -1.5363 0.3163 1.25
C 4.5546 -0.8712 1.2359 -0.84
C 4.3382 0.4508 1.5457 -0.87
C 3.3337 1.1712 0.8986 -0.50
C 2.4974 0.5441 -0.0010 -0.49
C 2.6269 -0.8315 -0.2479 -0.26
N 1.7119 -1.4593 -1.0359 1.81
H -1.8110 -4.5136 -4.7415 0.47
H 0.4473 -5.5155 -4.8510 0.39
H 2.2275 -4.6494 -3.3743 0.40
H -2.2961 -2.7017 -3.2044 0.46
H 3.2096 -4.4553 -1.3231 0.60
H 4.7528 -3.4301 0.3186 0.45
H 5.3584 -1.4265 1.6965 0.44
H 4.9529 0.9365 2.2871 0.41
H 3.2127 2.2241 1.1034 0.49
H 1.7489 1.1043 -0.5554 0.62
```

Summary:
<S²>	0.771
HOMO-LUMO gap (alpha / beta)	5.68 / 5.89	eV
E_LUMO (alpha / beta)	-0.69 / -0.90	eV
multiplicity	2

---

2.
Density functional theory data (wB97M-V/def2-TZVPD) for a molecular structure, C51H40BrCl4F3N2O4SSbW.

Geometry as XYZ:
```
108
Properties=species:S:1:pos:R:3:mulliken_charge:R:1
W 0.7765 -0.3798 0.0021 0.43
C 3.7845 2.5253 -1.8433 -2.05
C 2.4638 3.2422 -1.7283 1.15
C 2.4570 4.6316 -1.6975 -0.82
C 1.2703 5.3447 -1.6963 -1.29
C 0.0622 4.6728 -1.7458 -0.56
C 0.0158 3.2825 -1.7506 0.53
C -1.2957 2.5749 -1.9259 -1.13
C 1.2253 2.5893 -1.7066 0.07
N 1.1808 1.1315 -1.8115 0.56
C 1.3872 0.7029 -3.0021 1.90
C 1.5911 1.5585 -4.2104 -2.27
C 1.3258 -0.7618 -3.2405 0.29
C 1.6291 -1.2867 -4.6081 -2.50
N 0.9346 -1.4719 -2.2622 1.54
C 0.4690 -2.8036 -2.5856 -1.50
C 1.2122 -3.9372 -2.2351 1.34
C 2.5893 -3.8563 -1.6478 -1.52
C 0.6515 -5.1848 -2.4798 -0.71
C -0.5973 -5.3104 -3.0647 -1.10
C -1.2864 -4.1799 -3.4610 -0.75
C -0.7640 -2.9067 -3.2506 1.72
C -1.5301 -1.7355 -3.8124 -1.97
H 4.5055 2.9471 -1.1438 0.59
H 4.1926 2.6588 -2.8498 0.37
H 3.7198 1.4626 -1.6307 0.03
H 3.4059 5.1581 -1.6894 0.50
H 1.2886 6.4283 -1.6787 0.44
H -0.8695 5.2263 -1.7897 0.55
H -2.1202 3.2855 -1.8777 0.52
H -1.4735 1.7971 -1.1908 -0.49
H -1.3488 2.0823 -2.9026 0.44
H 1.4207 2.6096 -4.0197 0.40
H 0.9209 1.2207 -5.0031 0.51
H 2.6112 1.4252 -4.5798 0.42
H 2.5759 -0.8722 -4.9590 0.62
H 0.8577 -0.9929 -5.3225 0.39
H 1.6941 -2.3691 -4.5978 0.42
H 3.0117 -2.8613 -1.7105 -0.03
H 3.2565 -4.5465 -2.1666 0.56
H 2.5818 -4.1423 -0.5935 0.27
H 1.2164 -6.0708 -2.2118 0.52
H -1.0215 -6.2920 -3.2359 0.45
H -2.2464 -4.2740 -3.9588 0.50
H -2.5928 -1.8294 -3.5889 0.53
H -1.4339 -1.7198 -4.9018 0.50
H -1.2099 -0.7656 -3.4368 -0.05
O -2.9826 0.0231 -1.5467 -0.61
C -2.2574 -0.7233 -0.9571 0.45
O -1.0181 -0.3097 -0.5989 1.23
C -2.5529 -2.1092 -0.5815 0.09
C -3.8687 -2.5409 -0.7896 -1.09
C -4.2482 -3.8270 -0.4826 -1.03
C -3.2977 -4.7061 0.0376 -0.86
C -1.9993 -4.2942 0.2449 -1.13
C -1.5988 -2.9834 -0.0561 1.75
S 0.0835 -2.6828 0.3245 -0.47
H -4.5764 -1.8315 -1.1988 0.54
H -5.2689 -4.1518 -0.6379 0.46
H -3.5772 -5.7234 0.2848 0.48
H -1.2713 -4.9891 0.6495 0.55
Cl 3.9065 -3.5644 5.1443 -0.19
C 3.5728 -2.8385 3.6243 0.34
C 4.4959 -2.9379 2.5822 0.51
Cl 5.9903 -3.7458 2.8282 -0.18
C 4.2125 -2.3918 1.3266 0.40
Cl 5.3336 -2.4679 0.0316 -0.17
C 3.0063 -1.7394 1.1534 -0.60
O 2.5262 -1.2517 -0.0099 0.07
C 2.1350 -1.5530 2.2207 -0.14
O 1.0693 -0.7956 1.9208 -0.08
C 2.3730 -2.1436 3.4467 0.57
Cl 1.1830 -2.0510 4.6790 -0.16
F 1.0457 1.9474 7.7901 -0.34
C 0.7526 1.8142 6.4907 0.19
C 1.7657 1.4960 5.6075 -0.65
C 1.4594 1.3522 4.2641 -0.64
C 0.1561 1.5309 3.8168 1.03
C -0.8438 1.8545 4.7346 -0.54
C -0.5544 1.9980 6.0812 -0.71
Sb -0.5405 1.4250 1.8285 0.80
C -2.3327 0.3534 2.1479 0.48
C -3.5546 0.6083 1.5310 -0.57
C -4.6344 -0.2417 1.7232 -0.64
C -4.4638 -1.3524 2.5262 0.05
F -5.4985 -2.1823 2.7043 -0.39
C -3.2620 -1.6452 3.1442 -0.52
C -2.1959 -0.7829 2.9502 -0.36
C -0.8835 3.4653 1.4650 0.75
C -2.0704 3.9978 0.9717 -0.02
C -2.2323 5.3706 0.8662 -1.07
C -1.1914 6.1898 1.2623 0.32
F -1.3437 7.5141 1.1591 -0.36
C 0.0001 5.6922 1.7555 -0.74
C 0.1479 4.3194 1.8545 -0.71
H 2.7740 1.3557 5.9751 0.50
H 2.2470 1.1011 3.5697 0.16
H -1.8701 1.9970 4.4122 0.43
H -1.3186 2.2481 6.8054 0.48
H -3.6911 1.4551 0.8749 0.20
H -5.5928 -0.0571 1.2542 0.52
H -3.1741 -2.5295 3.7632 0.56
H -1.2521 -1.0012 3.4331 0.21
H -2.8883 3.3606 0.6639 0.41
H -3.1492 5.8094 0.4952 0.50
H 0.7865 6.3735 2.0553 0.47
H 1.0764 3.9198 2.2476 0.45
Br 2.4606 1.5654 0.9399 -0.33
```

Summary:
HOMO-LUMO gap	5.69	eV
energy relative to the best compared isomer or geometry (same formula, charge and spin)	0.0000	eV
E_LUMO	-4.80	eV
net charge	+1

---

3.
Density functional theory data (wB97M-V/def2-TZVPD) for a molecular structure, C51H41AsBr2IN11O6PRb.

Geometry as XYZ:
```
115
Properties=species:S:1:pos:R:3:mulliken_charge:R:1
Rb 0.4989 0.2718 -0.5031 0.57
O -1.9859 -3.9673 0.7426 -0.79
C -1.0998 -3.4213 0.0370 -0.32
O 0.0956 -3.2149 0.3308 -0.24
C -1.5888 -2.9735 -1.3456 0.58
C -2.3197 -3.8740 -2.1170 -0.73
C -2.8207 -3.4560 -3.3373 -0.78
C -2.6172 -2.1462 -3.7344 -0.39
C -1.8712 -1.3075 -2.9103 0.19
N -1.3478 -1.7238 -1.7541 1.38
C -1.6761 0.1563 -3.3261 -0.25
O -2.6287 0.6396 -3.9800 -0.80
O -0.6132 0.7288 -2.9860 -0.77
H -2.5043 -4.8688 -1.7338 0.53
H -3.3855 -4.1400 -3.9637 0.34
H -3.0330 -1.7488 -4.6490 0.54
C -4.5541 2.6674 2.4124 -1.03
N -3.7348 1.5659 1.9549 0.62
C -4.1863 0.4166 1.3564 -1.27
C -3.0748 -0.3225 1.0557 -0.28
N -1.9563 0.3513 1.4493 0.96
C -2.3658 1.4789 1.9784 -0.29
P -1.3430 2.7461 2.7822 -0.64
C -0.6424 3.6467 1.3677 -0.71
N -0.0912 3.1240 0.2957 0.88
C 0.4026 4.1628 -0.4330 -0.74
C 0.1267 5.3425 0.2003 -0.85
N -0.5442 5.0148 1.3479 0.43
C -0.9918 5.9546 2.3487 -0.99
C 0.0919 1.7377 3.2584 -0.52
N 0.8015 0.9748 2.4656 0.70
C 1.7762 0.4139 3.2283 -0.49
C 1.6461 0.8358 4.5223 -0.96
N 0.5643 1.6755 4.5476 0.61
C 0.0969 2.3920 5.7099 -1.08
H -5.5902 2.3363 2.4468 0.31
H -4.4789 3.5202 1.7351 0.31
H -4.2441 2.9752 3.4112 0.33
H -5.2359 0.2400 1.1905 0.53
H -3.0155 -1.3013 0.6026 0.29
H 0.9319 4.0062 -1.3589 0.55
H 0.3473 6.3647 -0.0571 0.47
H -1.2863 6.8821 1.8595 0.35
H -0.2025 6.1691 3.0728 0.27
H -1.8501 5.5462 2.8770 0.37
H 2.4794 -0.2754 2.7853 0.30
H 2.1948 0.6029 5.4200 0.39
H 0.1385 1.7375 6.5806 0.35
H -0.9322 2.7070 5.5537 0.38
H 0.7067 3.2784 5.9014 0.28
O 3.7304 0.8537 -1.9555 -0.11
N 4.8984 1.1119 -2.3053 -0.31
C 5.2358 2.4045 -2.3326 0.36
C 4.3523 3.4747 -2.0182 0.22
N 3.6329 4.3428 -1.7742 -0.59
C 6.5702 2.7275 -2.6936 0.18
N 7.6511 3.0147 -2.9832 -0.64
O 2.4760 -1.1743 0.5319 0.46
As 3.0135 -2.4301 -0.3711 0.86
C 3.0598 -4.0528 0.6677 0.30
C 3.6436 -5.2288 0.2262 -0.17
C 3.6634 -6.3426 1.0569 -0.74
C 3.1080 -6.2685 2.3258 -0.53
C 2.5290 -5.0847 2.7685 -0.66
C 2.5001 -3.9780 1.9381 -0.20
C 4.8442 -2.1020 -0.8808 0.63
C 5.5934 -1.2750 -0.0540 -0.44
C 6.9058 -0.9784 -0.3807 -0.66
C 7.4681 -1.5037 -1.5366 -0.48
C 6.7167 -2.3205 -2.3670 -0.64
C 5.4007 -2.6178 -2.0417 -0.41
C 2.1282 -2.7845 -2.0391 0.41
C 2.0912 -1.7468 -2.9635 0.12
C 1.3946 -1.9117 -4.1526 -0.62
C 0.7725 -3.1200 -4.4259 -0.53
C 0.8379 -4.1650 -3.5099 -0.37
C 1.5052 -3.9966 -2.3080 -1.05
H 4.0853 -5.2804 -0.7635 0.41
H 4.1125 -7.2670 0.7142 0.38
H 3.1225 -7.1385 2.9718 0.35
H 2.0854 -5.0311 3.7555 0.45
H 2.0309 -3.0462 2.2311 -0.02
H 5.1120 -0.8344 0.8115 0.22
H 7.4810 -0.3078 0.2456 0.39
H 8.4834 -1.2436 -1.8097 0.36
H 7.1462 -2.7024 -3.2851 0.37
H 4.7954 -3.2239 -2.7069 0.37
H 2.5861 -0.8035 -2.7484 0.29
H 1.3122 -1.0827 -4.8431 0.33
H 0.2086 -3.2429 -5.3426 0.33
H 0.3247 -5.0968 -3.7135 0.35
H 1.4923 -4.7772 -1.5580 0.20
Br -4.9647 6.0008 -2.0618 -0.26
C -3.5767 5.2929 -3.1565 0.10
C -3.2440 6.0192 -4.2884 -0.37
C -2.2308 5.5582 -5.1180 -0.47
C -1.5697 4.3802 -4.8120 -1.01
C -1.9050 3.6450 -3.6819 0.09
C -2.9146 4.1097 -2.8494 0.02
I -3.3086 2.9914 -1.1357 0.47
H -3.7726 6.9362 -4.5095 0.36
H -1.9621 6.1274 -5.9992 0.34
H -0.7771 4.0129 -5.4510 0.42
H -1.3977 2.7044 -3.4719 0.36
Br -5.0377 -3.8411 4.2888 -0.24
C -3.4038 -2.8687 4.1657 -0.01
C -3.3626 -1.5524 4.6124 -0.67
C -2.1567 -0.8940 4.4881 -0.26
N -1.0481 -1.4467 3.9956 0.02
C -1.1265 -2.6909 3.5541 -0.11
C -2.2930 -3.4560 3.6093 -0.56
H -4.2355 -1.0587 5.0148 0.46
H -2.0751 0.1474 4.7914 0.38
H -0.2476 -3.0988 3.0654 0.45
H -2.3180 -4.4376 3.1657 0.40
```

Summary:
HOMO-LUMO gap	6.63	eV
energy relative to the best compared isomer or geometry (same formula, charge and spin)	0.0000	eV
E_LUMO	3.25	eV
net charge	-2

---

4.
Density functional theory data (wB97M-V/def2-TZVPD) for a molecular structure, C51H43BF3N4O8RuS2Si.

Geometry as XYZ:
```
114
Properties=species:S:1:pos:R:3:mulliken_charge:R:1
Ru 0.8400 1.4485 0.0893 0.57
O 2.6860 2.6678 0.3449 -0.55
N 3.2560 3.2951 -0.6642 0.35
C 4.5685 3.5965 -0.5509 -0.31
C 5.2265 4.2683 -1.5420 -0.78
C 4.5129 4.6350 -2.6899 -0.20
C 3.1853 4.3138 -2.7898 -1.00
C 2.5161 3.6271 -1.7571 0.74
S 0.8711 3.1802 -1.7872 -0.55
H 5.0113 3.2641 0.3751 0.48
H 6.2751 4.4973 -1.4205 0.40
H 5.0056 5.1647 -3.4949 0.37
H 2.6021 4.5726 -3.6620 0.45
O -0.0555 4.8253 1.2482 -0.79
H 0.1895 4.0094 1.7147 0.16
H 0.2057 4.6330 0.3385 0.27
O -8.5634 -0.8178 -4.5127 -0.72
S -7.2255 -0.4253 -4.9346 1.21
O -6.2283 -1.4670 -4.7543 -0.69
O -7.1846 0.2083 -6.2483 -0.72
C -6.7593 0.9248 -3.7995 0.11
N -7.6820 1.8834 -3.6407 -0.61
C -7.3186 2.8760 -2.8258 -0.30
C -6.1058 2.9391 -2.1837 -0.69
C -5.1964 1.8846 -2.4164 0.40
N -5.5646 0.8732 -3.2479 -0.32
C -3.9000 1.8152 -1.8146 1.18
C -3.3874 2.7955 -0.9096 -0.95
C -2.1449 2.6745 -0.3668 -0.95
N -1.3072 1.6241 -0.6263 1.00
C -1.7818 0.6777 -1.5064 -1.42
C -3.0096 0.7328 -2.0872 -0.73
H -8.0512 3.6674 -2.6795 0.39
H -5.8732 3.7705 -1.5330 0.31
H -3.9759 3.6579 -0.6249 0.20
H -1.7704 3.4174 0.3283 0.56
H -1.1163 -0.1507 -1.7131 0.48
H -3.3277 -0.0461 -2.7673 0.66
F -2.8821 -5.9934 4.3911 -0.28
C -2.8819 -5.9889 3.0392 0.87
F -4.1638 -6.0812 2.6468 -0.28
F -2.2807 -7.1456 2.6668 -0.27
C -2.1853 -4.7893 2.4770 0.60
C -2.7146 -4.1083 1.3902 -0.98
C -2.0370 -3.0220 0.8616 -0.44
C -0.8219 -2.6191 1.4172 0.16
C -0.2974 -3.3092 2.5158 -0.03
C -0.9791 -4.3890 3.0422 -1.15
C -0.1356 -1.4778 0.9029 0.54
C 0.3569 -0.4309 0.5343 -0.26
H -3.6587 -4.4150 0.9614 0.46
H -2.4477 -2.4701 0.0257 0.64
H 0.6341 -2.9739 2.9545 0.41
H -0.5800 -4.9173 3.8988 0.39
O 0.5443 2.0708 2.0189 0.94
Si 0.2996 1.3482 3.4438 -0.69
C -1.4291 0.6235 3.6003 0.42
C -1.9214 0.1558 4.8232 -0.30
C -3.1836 -0.4123 4.9247 -0.83
C -3.9942 -0.5035 3.7998 -0.64
C -3.5400 -0.0146 2.5837 -0.53
C -2.2692 0.5398 2.4881 0.30
C 0.4549 2.5942 4.8502 0.35
C 1.5282 2.6184 5.7413 -0.30
C 1.6083 3.5715 6.7504 -0.67
C 0.6120 4.5276 6.8812 -0.44
C -0.4632 4.5264 6.0013 -0.73
C -0.5388 3.5673 5.0023 -0.09
C 1.5931 0.0038 3.7540 0.76
C 1.4968 -0.8786 4.8341 -0.17
C 2.4244 -1.8936 5.0291 -0.76
C 3.4800 -2.0482 4.1392 -0.60
C 3.6058 -1.1745 3.0681 -0.54
C 2.6744 -0.1603 2.8858 -0.23
H -1.3182 0.2487 5.7217 0.26
H -3.5391 -0.7767 5.8817 0.41
H -4.9811 -0.9448 3.8747 0.40
H -4.1692 -0.0610 1.7025 0.60
H -1.9295 0.9058 1.5298 0.08
H 2.3172 1.8793 5.6472 0.32
H 2.4511 3.5687 7.4321 0.38
H 0.6722 5.2737 7.6650 0.35
H -1.2422 5.2737 6.0930 0.39
H -1.3871 3.5756 4.3245 0.35
H 0.6728 -0.7862 5.5331 0.08
H 2.3182 -2.5696 5.8698 0.41
H 4.1995 -2.8462 4.2803 0.32
H 4.4209 -1.2871 2.3632 0.44
H 2.7915 0.5128 2.0434 0.32
C 2.1542 -3.6352 -6.3962 -1.63
C 3.5039 -3.0336 -5.9815 2.17
C 3.8629 -1.8881 -6.9385 -1.63
C 4.5711 -4.1200 -6.1161 -2.17
C 3.4042 -2.4885 -4.5552 0.58
C 4.2282 -2.9344 -3.5238 -0.24
C 4.1344 -2.4412 -2.2175 -2.02
C 3.1852 -1.4799 -1.9835 0.48
O 2.8683 -0.8358 -0.8166 -0.55
B 1.8168 0.0303 -1.1410 0.80
O 1.5193 -0.0631 -2.5037 -0.64
C 2.3619 -1.0220 -3.0008 0.12
C 2.4437 -1.5018 -4.2827 -1.08
H 2.2162 -4.0397 -7.4099 0.45
H 1.3570 -2.8918 -6.3816 0.33
H 1.8668 -4.4424 -5.7199 0.37
H 3.9403 -2.2607 -7.9635 0.44
H 4.8189 -1.4388 -6.6604 0.36
H 3.1059 -1.1032 -6.9224 0.34
H 4.5913 -4.4800 -7.1471 0.43
H 4.3601 -4.9732 -5.4683 0.43
H 5.5667 -3.7413 -5.8746 0.43
H 4.9678 -3.6974 -3.7212 0.44
H 4.7752 -2.8066 -1.4262 0.51
H 1.7728 -1.1230 -5.0427 0.57
```

Summary:
<S²>	8.801
HOMO-LUMO gap (alpha / beta)	3.59 / 5.14	eV
energy relative to the best compared isomer or geometry (same formula, charge and spin)	0.0000	eV
E_LUMO (alpha / beta)	3.17 / 2.27	eV
multiplicity	6
net charge	-2